Formula: C9H10N2O2S
Source: OMol25
Level of theory: ωB97M-V/def2-TZVPD

CARTESIAN COORDINATES (ANGSTROEM)
C: 2.67062 -1.34503 0.69924
H: -4.02090 -1.72100 0.05091
H: 3.29898 -2.09162 1.09790
H: 2.77596 1.97061 0.17534
H: 0.55314 2.94737 -0.15823
C: 1.13923 0.78097 -0.28037
C: 1.45798 -1.60221 0.14136
H: 3.96401 0.44493 1.18300
C: -2.98609 -2.01989 -0.09043
C: -1.12355 1.66647 -0.82762
S: -1.80722 -0.81504 0.64150
N: -1.81276 1.54964 0.24576
C: 2.34616 1.04996 0.30653
H: -1.66524 1.40389 -1.74131
C: 0.31460 1.94967 -0.82958
H: -2.65706 -2.09717 -1.12086
H: -2.80510 -2.96423 0.51385
C: 3.02225 0.02414 0.86251
N: -0.73695 -0.86313 -0.49032
O: -2.85117 0.66759 0.17555
H: 0.73578 2.18816 -1.88855
O: -1.54546 1.99200 1.34977
H: 1.12265 -2.59118 0.15187
C: 0.61012 -0.52484 -0.16781

Output
Expectation value of S² = 2.01
DFT total energy = -27396.374 eV
Multiplicity = 3
Gap between HOMO and LUMO (alpha / beta) = 6.12 / 7.03 eV


Formula: C2H12N4
Source: OMol25
Level of theory: ωB97M-V/def2-TZVPD

CARTESIAN COORDINATES (ANGSTROEM)
N: 0.40014 -0.09201 -1.24660
H: 2.03040 -0.59513 2.12548
C: -0.45178 -0.17260 -2.36640
H: -2.01904 0.70164 -3.27120
N: -1.13435 1.08222 -2.93894
H: 1.35591 0.21558 -1.37752
H: -0.69370 -1.35013 1.80818
N: 1.35304 -0.86774 1.42285
H: -1.23967 -0.90533 -2.23136
H: 0.17938 1.35975 2.06321
H: -1.44775 1.75772 -2.24545
H: -0.28132 0.77203 3.53717
H: 1.52791 -0.38814 0.54962
H: 0.49154 -1.32421 3.09981
H: 0.04158 0.48994 -0.48835
N: -0.32575 0.61027 2.51608
H: 0.14165 -0.55478 -3.20811
C: 0.07182 -0.73908 2.25153

Output
Expectation value of S² = 0.75
DFT total energy = -8226.299 eV
Multiplicity = 2
Total charge = -1
Gap between HOMO and LUMO (alpha / beta) = 2.86 / 8.98 eV


Formula: C3H15NO4
Source: OMol25
Level of theory: ωB97M-V/def2-TZVPD

CARTESIAN COORDINATES (ANGSTROEM)
H: -0.39400 2.60265 2.57151
H: -1.07642 -2.76263 -1.67382
O: 1.35300 0.62786 3.21287
O: 0.24538 1.05993 0.73513
H: 0.03282 1.98068 0.56360
C: 0.40942 -1.13801 -1.91578
C: -0.72733 -1.98812 -2.40959
H: -0.46238 -2.61020 -3.29999
H: 1.74111 -0.21284 3.45385
H: 0.42085 -0.18603 -3.81852
H: -1.86692 -0.70096 1.43346
H: -1.65413 -1.48241 -2.63836
H: -1.41513 0.50108 2.26222
H: 1.51679 0.39698 -2.59690
H: 0.56682 -2.06610 -0.09332
C: 0.90745 -1.25763 -0.68033
H: 1.80485 -0.88978 -0.11332
H: -0.90985 3.95119 2.12960
O: -0.46166 3.16812 1.79283
O: -2.16813 0.13838 1.79178
N: 0.85620 -0.30265 -2.92979
H: 0.96370 0.61497 2.32321
H: 0.31755 0.55551 -0.10034

Output
DFT total energy = -13033.569 eV
Multiplicity = 1
Gap between HOMO and LUMO = 9.26 eV


Formula: C36H37Cl5GeN2OPdSe2Si
Source: OMol25
Level of theory: ωB97M-V/def2-TZVPD

CARTESIAN COORDINATES (ANGSTROEM)
C: -0.39233 -1.67397 -2.89538
H: -5.43568 -0.93949 0.20453
C: 1.77886 -1.39822 0.44876
C: 2.25091 -2.57290 -0.12044
H: -5.60591 3.29259 -0.50717
O: -0.92816 -0.84061 0.23218
Si: -2.41186 -0.45953 0.63476
C: 1.36435 3.10814 0.46700
C: -5.00629 -1.71161 0.84814
Cl: 3.24736 -5.11506 -0.15277
H: 5.73159 2.60018 -0.00517
H: -1.45055 1.99764 1.77471
H: -3.59362 -0.23601 5.61210
H: 4.72570 -1.70474 0.06328
Cl: 2.38859 -2.67916 -1.84834
C: 2.64735 -3.68692 0.62479
H: 6.58491 1.80975 -1.33377
C: 3.40740 2.39429 1.41690
C: -3.19631 2.09262 -2.56064
C: 1.73377 -1.40185 1.85164
H: -4.65859 3.65295 -2.76636
H: -5.61269 -2.62052 0.72813
Se: 1.33816 1.61454 -4.53791
N: 0.20761 -0.49340 -3.03407
C: 5.60380 2.13998 -0.98498
C: -4.25299 1.69354 -0.03207
C: -3.19221 0.88836 -0.44919
H: -1.95931 -3.35924 1.02064
C: -3.52717 -2.42884 -1.00241
H: 4.14447 3.39822 3.13156
H: 2.29568 5.11885 3.04415
N: 2.47585 2.30308 0.44667
H: -3.00700 -2.95258 2.37269
H: 4.83367 -0.48346 1.32540
H: -2.74723 2.25861 -3.53268
H: 1.00337 -0.73681 -6.27389
C: 1.35757 4.18269 1.37595
Cl: 3.06156 -5.01510 2.95465
H: -3.61155 -1.30757 3.42104
Pd: 0.83126 0.19569 -0.39715
C: -2.50339 1.48799 4.94719
H: -3.90366 -1.64510 -1.66448
C: -3.55328 -1.99654 0.46816
H: 4.32833 -1.18539 -2.83025
H: -4.15502 -3.32009 -1.14226
Cl: 2.02293 -2.43969 4.35963
C: -3.13099 -0.34190 3.51716
H: 3.72360 0.36191 -3.44830
H: -1.06782 -3.52934 -3.73367
C: -0.02829 -2.25877 -5.16130
C: -4.78725 2.67318 -0.85868
H: 2.24548 1.79872 -1.55892
C: -2.67795 1.10807 -1.72963
Cl: 1.18955 0.02456 2.68760
C: -1.90231 2.10596 3.85822
C: 2.54923 1.29144 -0.63201
C: -3.12067 0.26019 4.77129
C: -1.92531 1.49832 2.61240
H: -3.58525 -4.06616 1.12741
C: 3.37945 3.37487 2.36990
H: 6.17735 -0.69787 0.18896
C: 5.08893 -0.70201 0.28687
C: -4.25719 2.87489 -2.12617
H: 4.16923 1.63234 1.40794
C: 0.58756 -1.03909 -5.32233
C: 2.11264 -2.48974 2.62955
C: -2.53730 0.25555 2.40616
H: -0.09631 -2.95042 -5.99545
H: -4.65944 1.56743 0.96757
H: -2.48543 1.95748 5.92462
H: 5.23581 2.90425 -1.67240
H: -0.73960 -1.87872 -1.88688
H: -5.11534 -1.37504 1.88105
C: 2.34262 4.31551 2.31893
C: 2.57499 -3.64845 2.00821
C: -0.56435 -2.58879 -3.91648
H: -1.40725 3.06334 3.97964
C: -2.99494 -3.15513 1.29980
H: 0.50529 4.84682 1.34712
C: 0.65894 -0.12771 -4.24540
H: -2.51649 -2.67432 -1.32294
Ge: 4.34413 0.59651 -0.99959
H: -1.82724 0.52950 -2.06988
H: 5.46920 0.12396 -3.20133
Se: -0.06300 2.64148 -0.60169
C: 4.47550 -0.10812 -2.81062

Output
DFT total energy = -304142.257 eV
Multiplicity = 1
Total charge = -2
Gap between HOMO and LUMO = 5.26 eV


Formula: C33H34N4OP2PdS
Source: OMol25
Level of theory: ωB97M-V/def2-TZVPD

CARTESIAN COORDINATES (ANGSTROEM)
C: -0.20518 1.02819 -3.86659
C: -4.40718 2.57264 1.37882
C: 0.41040 -4.40645 -0.93293
C: 4.75321 -2.43017 -1.56759
C: 3.37419 -2.50093 -1.70543
O: 0.52424 3.04250 -0.68387
H: -0.79365 6.50489 -0.82612
C: 2.52669 -1.52734 -1.17116
H: 1.61245 0.47464 -2.85346
H: 1.63310 6.25247 -2.14317
H: -3.04081 2.62321 -0.26764
H: 2.93433 -3.34587 -2.24002
Pd: -1.16920 0.43340 -0.48198
C: 0.43645 -3.04341 6.44104
H: -3.22172 -0.39362 -3.44750
H: 6.36337 -1.26235 -0.70023
C: 0.19780 -5.67169 -1.46118
H: -2.12668 1.32407 -4.86691
P: 0.33090 4.35610 -1.35427
H: -0.67817 5.35108 0.57008
H: -0.09007 -6.83748 -3.25318
C: 0.23890 -3.46083 -3.09588
C: 0.79715 -2.80335 5.12861
C: -0.34366 4.27320 -3.05062
H: 0.35670 1.67123 -4.54847
H: -5.06618 3.27793 0.87302
C: -2.19987 -0.12421 -3.28108
H: -1.79274 -0.55250 6.84318
H: -1.94027 -1.70311 -1.82028
C: 0.44915 -3.29093 -1.73350
P: 0.74168 -1.71541 -0.87567
H: 0.34348 3.77674 -3.70920
C: -0.63626 -0.89437 5.07725
C: -1.38141 0.12255 2.99211
H: 1.53869 1.01800 -0.69723
H: 0.21658 -2.57810 -3.74668
C: -3.68923 1.10816 3.13532
N: -1.12821 0.21325 4.36460
H: -5.60098 2.11205 3.11360
H: 5.35746 -3.23208 -1.95493
H: -1.78374 0.77739 4.88358
C: 1.85773 5.36249 -1.49479
N: 2.20421 0.59445 -0.10307
C: -1.05599 -1.17093 6.36427
C: 0.53908 0.34325 -2.92731
H: 0.51052 -4.29240 0.12445
C: -1.59683 0.83106 -4.05484
H: 2.20237 5.71645 -0.51811
H: -0.56210 5.29339 -3.42118
C: 0.03790 -4.71178 -3.63397
H: 1.45493 -3.45242 4.58898
C: -0.51866 -2.25552 7.05621
H: -1.28410 3.70656 -3.02657
C: 5.28261 -1.33190 -0.89217
H: -0.12960 -4.82562 -4.71459
H: -3.86493 0.59052 4.08242
H: 2.62682 4.73377 -1.95618
C: 4.47837 -0.35821 -0.37897
C: -4.65638 1.94938 2.58434
C: 0.02520 -5.82963 -2.83029
H: 4.91029 0.48057 0.13090
H: 0.88906 -3.87457 6.96287
H: 0.13239 -6.48391 -0.77438
H: 2.52376 1.22248 0.61531
C: -3.23801 2.24029 0.71492
C: -0.10650 -0.57870 -2.05548
N: -0.67048 -0.57865 2.19687
S: 0.75297 -1.29276 2.80532
C: 0.30272 -1.70824 4.46990
N: -2.31427 1.40911 1.17110
C: 3.08421 -0.40796 -0.54263
C: -1.49575 -0.81909 -2.28118
C: -0.88570 5.44843 -0.49438
C: -2.52016 0.90246 2.40562
H: -1.89364 5.08793 -0.70666
H: -0.86378 -2.47979 8.06882

Output
DFT total energy = -75674.094 eV
Multiplicity = 1
Gap between HOMO and LUMO = 6.19 eV


Formula: C45H48F3NPSTm
Source: OMol25
Level of theory: ωB97M-V/def2-TZVPD

CARTESIAN COORDINATES (ANGSTROEM)
C: 0.02130 3.03680 -2.03900
C: -2.24570 3.91160 1.19180
H: -6.57300 -2.84200 0.23610
C: -4.32900 -0.31590 0.49860
P: -2.54670 -0.07600 0.11180
H: 2.84480 1.57270 5.23100
C: -1.61080 -3.16230 1.58360
C: 4.05680 -0.51500 0.88490
H: 0.98680 -4.18730 -0.43160
H: 1.47120 1.67490 4.13030
H: 3.10850 1.81620 3.50330
C: -0.13530 -3.39300 1.23050
H: 6.03820 -1.38290 0.63690
H: 1.57190 -1.85150 5.17780
C: -4.84920 -1.57850 0.22090
C: 0.70860 -2.14030 1.40960
C: 0.66820 -0.56850 -2.83650
H: 1.39990 -0.45810 -4.85640
H: 0.60850 -0.35780 5.13430
H: 4.70420 0.93160 2.40810
H: 5.47720 1.11140 0.84810
C: 0.84570 3.24810 0.10330
Tm: 0.40160 0.12620 0.34610
H: -2.12440 -2.68340 0.75020
C: 1.90370 -1.83140 0.69370
H: 5.33680 -1.66500 2.22670
C: -3.93380 1.32120 -3.51230
C: 0.91660 4.65320 -0.04620
C: 1.50820 5.49700 1.04480
H: 2.02330 -0.46150 6.16530
H: -4.84080 1.77130 -3.89000
H: -4.19990 -2.34040 -0.18980
C: 4.53740 0.86610 1.34140
C: -1.59430 2.55320 3.05960
H: -1.69550 0.42220 2.75010
C: 0.55160 -0.28410 -4.20890
C: 5.11200 -1.59870 1.16810
C: -1.81270 1.41240 2.30510
H: 3.10790 0.28900 -0.91190
C: -1.80840 3.80390 2.50150
H: -1.61320 4.69450 3.07750
H: 1.51890 -4.54410 2.01820
H: -2.41850 4.88420 0.75610
H: -1.23970 2.47240 4.07540
C: 3.92710 -0.75440 4.37840
C: -0.60150 0.24200 -4.71500
C: -0.33660 -0.32580 -1.90420
C: -2.25610 1.52100 0.98170
S: 1.28380 2.44380 1.52670
F: 1.44710 6.80890 0.74010
H: -0.02050 -5.41960 2.02800
H: -2.79870 2.86700 -0.59950
H: 3.96350 -1.82460 4.18470
H: -7.14940 1.15160 1.64450
H: 4.17980 -0.57910 5.42270
H: -0.27530 2.35850 -2.82670
C: -0.03650 -3.89400 -0.21370
H: 1.60720 -1.01570 -2.51390
C: 0.44860 -4.45010 2.18610
C: -6.50490 0.38250 1.24420
H: 3.77810 -1.35560 -1.12600
F: 0.88120 5.37670 2.22620
H: -2.09710 -4.11460 1.78920
C: -3.83790 1.00820 -2.15140
H: 0.28990 -4.14920 3.21970
C: -1.55500 0.19480 -2.46610
C: 2.51950 -0.21710 4.07970
H: -0.67650 -4.76140 -0.35900
H: -1.71720 -2.52940 2.46290
N: 0.41450 2.46100 -0.91000
F: 2.80700 5.23510 1.26560
C: 2.03770 -0.72810 2.71670
H: 4.85770 0.02180 -1.05050
H: -0.68830 0.49530 -5.76200
C: 0.79250 -1.40320 2.61990
C: -1.69420 0.47820 -3.85640
C: 2.49130 1.30760 4.23550
H: -0.33440 -3.10470 -0.90890
C: -0.00950 4.40440 -2.23270
C: -2.68610 0.45350 -1.63770
C: 2.70910 -0.94310 1.47040
H: 4.74420 -2.56840 0.83640
C: -6.18400 -1.85580 0.44740
C: -2.89010 1.04050 -4.34750
H: -2.96800 1.24810 -5.40430
C: 3.93320 -0.39150 -0.64880
C: -2.46690 2.77890 0.42680
C: 1.61530 -0.76480 5.20160
H: -4.77670 1.64250 1.26080
C: -7.01860 -0.87040 0.95020
H: 0.51040 6.29920 -1.34280
H: -4.68800 1.19880 -1.51000
H: -0.36670 4.81270 -3.16330
C: 0.46960 5.22750 -1.21730
C: -5.16570 0.66000 1.03010
H: 2.26240 -2.39460 -0.15760
H: -8.06560 -1.07810 1.11650
H: 3.79980 1.61870 1.06280
H: 0.09990 -1.54420 3.43560
H: 4.68010 -0.26050 3.77760

Output
Expectation value of S² = 2.00
DFT total energy = -106742.872 eV
Multiplicity = 3
Gap between HOMO and LUMO (alpha / beta) = 7.91 / 7.93 eV


Formula: CH14N2O4
Source: OMol25
Level of theory: ωB97M-V/def2-TZVPD

CARTESIAN COORDINATES (ANGSTROEM)
H: 1.01143 2.06156 1.54678
H: -3.83577 0.29788 -0.01581
N: 1.69972 -2.56841 -0.88690
C: 2.44012 -1.71655 -0.01273
N: 1.69337 -1.49081 1.19919
O: -1.44532 0.34666 -2.46560
H: 1.53953 -3.54201 -0.60673
H: 2.77583 -0.78213 -0.46972
H: -1.03990 -0.05377 -1.70042
H: -1.89529 2.62732 1.33163
H: -1.47061 3.01569 -0.10780
H: 0.85025 -2.19238 -1.31879
H: -2.82665 1.42009 -0.03586
O: 0.33677 1.98521 0.85422
H: 3.47334 -1.98180 0.24283
H: -2.23673 0.75469 -2.09637
O: -2.90042 0.44943 -0.21694
H: 0.21775 1.02896 0.79957
H: 1.90583 -0.54032 1.47904
O: -2.22522 2.96957 0.49951
H: 1.93200 -2.08889 1.98090

Output
Expectation value of S² = 0.76
DFT total energy = -12424.546 eV
Multiplicity = 2
Total charge = +1
Gap between HOMO and LUMO (alpha / beta) = 9.87 / 4.28 eV


Formula: C42H37O9PRuS3
Source: OMol25
Level of theory: ωB97M-V/def2-TZVPD

CARTESIAN COORDINATES (ANGSTROEM)
H: 2.22973 2.62894 0.94265
H: -5.94546 0.03112 -0.94844
H: 2.54426 3.04741 2.60245
H: -3.75121 -2.48731 2.70370
H: -2.51137 2.37681 -4.51630
C: 2.87134 -2.39942 -4.87379
O: -2.34542 1.46859 -0.14485
O: 4.23198 -4.16119 -5.17315
H: 3.76049 -4.65773 -2.48843
H: 6.96439 0.26951 1.72597
C: -6.22884 -1.33152 0.70463
C: -1.23941 2.88870 -2.87653
C: 2.43102 -2.96079 -2.22411
H: 4.81316 1.49196 -1.76818
C: -0.99794 -3.41935 0.33755
C: 4.84914 -0.06122 1.76377
H: 0.17555 -0.09405 5.88407
C: -1.60089 -0.19136 3.00207
C: 0.85889 4.09273 1.78148
H: -0.59817 -5.31623 -0.56201
H: -1.47362 1.68230 6.37973
C: -5.48563 -0.51973 -0.13996
H: -0.79412 4.93919 0.64519
P: -1.65787 -0.97708 1.37314
H: -6.17582 -2.66936 2.37807
O: 3.22625 -2.35379 -6.19025
C: -1.17470 -2.71319 1.52887
S: 2.21249 -0.64181 1.80742
H: -3.28926 1.07277 2.55842
H: -0.43678 -6.50565 1.60271
O: 0.64223 2.06135 -0.79654
H: 0.13168 -1.25154 3.72545
C: 2.03813 -1.56280 -4.18908
C: -4.22643 -1.92639 1.90866
C: 4.21115 -3.37100 -6.36769
C: -2.47287 1.49110 4.49119
C: 3.27903 -3.80403 -2.94290
C: -0.26424 3.99340 0.74856
C: 0.95778 -0.98935 -2.04350
H: 3.93577 -4.00135 -7.21071
H: 2.71304 0.70252 -0.76092
C: 6.03590 0.35988 1.17844
C: 1.74243 2.84565 1.89089
C: -0.64753 -5.44468 1.58103
O: -3.98729 1.17348 -1.99498
H: -0.11686 1.85030 2.41466
C: -0.73455 -4.77846 0.36677
H: -0.71506 1.94124 -2.87223
C: -4.12009 -0.42028 0.06365
H: -0.99798 3.21094 0.95629
H: 5.19194 -2.91164 -6.51062
H: -1.06936 -2.91048 -0.61335
H: 1.55874 -0.71136 -4.65037
Ru: -0.56001 0.19484 -0.41373
C: -2.53541 5.35546 -2.90285
C: 6.02476 0.92032 -0.08889
H: -1.25514 5.89633 -1.27627
O: 0.71272 -1.28331 -0.80889
C: -1.54145 5.11503 -1.96901
H: -3.03275 6.31574 -2.92014
O: 1.01720 0.47352 1.45841
H: -3.66646 4.56091 -4.54108
C: -0.61979 -0.50335 3.94115
S: -3.15711 0.56819 -1.01751
C: -2.23864 3.14477 -3.80512
S: 0.44450 3.56640 -0.85156
C: 4.82581 1.04860 -0.78084
C: -1.11863 -3.39398 2.74454
H: 1.48399 4.95529 1.54172
C: -5.59832 -2.03145 1.72272
H: -1.29942 -2.88030 3.67785
O: 0.43358 0.05251 -2.47232
H: 4.84734 -0.46614 2.76812
C: -2.88765 4.36876 -3.81558
C: -0.58296 0.16318 5.15630
C: -3.46342 -1.11266 1.08041
H: 2.24374 -3.14450 -1.17478
H: 0.40019 4.30597 2.75128
H: -3.19429 2.26956 4.70105
C: 3.47736 -3.49350 -4.26614
C: 3.65726 0.04198 1.05523
H: -0.80085 -5.27340 3.71436
C: -1.50592 1.16195 5.43172
H: -7.29692 -1.42065 0.56254
C: -0.92035 3.87168 -1.95414
C: 1.82535 -1.86817 -2.83273
C: 0.94756 1.62288 2.34581
C: -0.84764 -4.75397 2.76659
H: 1.27742 1.28897 3.32753
O: -2.10684 -0.38425 -1.56668
C: -2.52701 0.81387 3.28285
H: 6.94744 1.26404 -0.53688
C: 3.64297 0.59313 -0.22363

Output
Expectation value of S² = 0.76
DFT total energy = -106952.572 eV
Multiplicity = 2
Total charge = +1
Gap between HOMO and LUMO (alpha / beta) = 7.19 / 6.86 eV


Formula: CH3IO2S2
Source: OMol25
Level of theory: ωB97M-V/def2-TZVPD

CARTESIAN COORDINATES (ANGSTROEM)
I: -2.67755 3.73904 1.74406
H: 1.47085 1.49972 -0.14899
H: -2.23065 0.31960 -1.06720
O: 0.14351 0.06674 0.27517
S: -2.10814 1.61683 -0.86637
S: -3.30743 1.57391 0.95401
O: -4.69044 1.60564 0.55739
H: 1.00635 1.56713 1.48614
C: 0.84683 0.96654 0.62643

Output
DFT total energy = -34949.663 eV
Multiplicity = 1
Gap between HOMO and LUMO = 8.78 eV